Entry from the Open Molecules 2025 dataset: a structure of composition C16H25N8SY in a non-equilibrium geometry (ωB97M-V with the def2-TZVPD basis set).

CARTESIAN COORDINATES (ANGSTROEM)
Y (-0.17317, 0.03458, -0.25344)
S (-3.02912, -3.21420, -2.02566)
C (-1.48060, -3.88327, -2.21748)
C (-0.49707, -3.07782, -1.71632)
C (-0.97926, -1.85898, -1.15871)
C (-2.36515, -1.80510, -1.26285)
C (-3.20411, -0.72642, -0.75478)
C (-4.59656, -0.73381, -0.86450)
C (-5.33989, 0.29646, -0.32893)
C (-4.68608, 1.33766, 0.32624)
C (-3.31478, 1.29524, 0.39246)
N (-2.57279, 0.30499, -0.13242)
H (-1.35227, -4.84642, -2.68910)
H (0.54513, -3.36522, -1.76046)
H (-5.08137, -1.55960, -1.36685)
H (-6.41832, 0.29825, -0.41383)
H (-5.22209, 2.16219, 0.77228)
H (-2.77243, 2.08945, 0.89240)
C (0.09128, 3.27847, 1.05541)
N (0.65811, 1.94034, 1.32398)
C (2.13141, 2.06490, 1.26991)
C (0.23459, 1.52000, 2.68281)
C (0.57529, 0.07290, 3.01582)
N (-0.09151, -0.91502, 2.13341)
C (-1.47599, -1.15426, 2.59737)
C (0.63508, -2.20348, 2.20000)
H (0.47225, 4.01270, 1.77121)
H (-0.99466, 3.26107, 1.13429)
H (0.36126, 3.60664, 0.05271)
H (2.48219, 2.83999, 1.95777)
H (2.44411, 2.34215, 0.26253)
H (2.61768, 1.12672, 1.53568)
H (-0.84417, 1.67492, 2.76051)
H (0.71104, 2.15451, 3.43890)
H (0.29396, -0.10372, 4.05891)
H (1.65256, -0.08152, 2.94779)
H (-1.46943, -1.59925, 3.59673)
H (-1.97864, -1.84126, 1.91690)
H (-2.04142, -0.22436, 2.63475)
H (0.65304, -2.58535, 3.22466)
H (1.66413, -2.08305, 1.85827)
H (0.13494, -2.93618, 1.56802)
N (-0.61626, 1.46897, -5.34496)
N (-0.02641, 1.67885, -4.15978)
N (0.75490, 2.71478, -3.95003)
C (1.04299, 2.58897, -2.66873)
N (0.46058, 1.50124, -2.14462)
N (-0.23154, 0.92636, -3.12753)
H (-0.24463, 2.04629, -6.08219)
H (-0.82777, 0.50791, -5.55981)
H (1.68524, 3.27445, -2.14228)

Values from the calculation:
2S+1: 1
Total charge: +2
HOMO level, eV: -13.781
Max |F|, eV/A: 1.21
Relative energy (zero: lowest compared OMol25 entry of this formula, charge and spin), kcal per mole: 11.2